Arrangement w

A structure of composition C4H3N, computed with wB97M-V/def2-TZVPD.

HOMO energy (spin up / spin down) ... -8.622 / -8.621 eV
LUMO level (spin up / spin down) ... -1.424 / -1.425 eV

Structure (ORCA input):
```
! wB97M-V def2-TZVPD RIJCOSX def2/J DEFGRID3
* xyz 0 1
C 0.079 1.455 0.779
C -0.517 -0.703 0.200
C -0.619 0.339 1.057
C 0.735 1.012 -0.287
N 0.415 -0.273 -0.705
H 0.352 2.283 1.280
H -1.219 -1.512 0.311
H 1.024 -0.620 -1.536
*
```

Arrangement x

The molecule C4H3N, computed with wB97M-V/def2-TZVPD.

HOMO energy ... -10.494 eV
LUMO level ... 0.631 eV
Structure (SMILES) ... CC#CC#N

Structure (ORCA input):
```
! wB97M-V def2-TZVPD RIJCOSX def2/J DEFGRID3
* xyz 0 1
C 0.585 0.619 1.248
C 0.115 0.062 -0.006
C -0.409 -0.389 -0.987
C -1.020 -0.968 -2.070
H -0.172 1.032 1.874
H 1.074 -0.155 1.859
H 1.287 1.431 1.023
N -1.461 -1.633 -2.941
*
```

arrangement x is the most stable structure; the next one sits 97.5 kcal/mol above it.

Arrangement w

A cluster of 2 separate species, C11H15N in total, computed with wB97M-V/def2-TZVPD.

HOMO energy (spin up / spin down) ... -13.124 / -13.131 eV
LUMO level (spin up / spin down) ... -3.542 / -7.340 eV

Structure (ORCA input):
```
! wB97M-V def2-TZVPD RIJCOSX def2/J DEFGRID3
* xyz 1 2
C -1.294 -1.543 -1.555
C 0.548 -0.541 0.015
C 0.055 -1.554 -0.931
C 1.949 -0.762 0.209
C 1.129 -2.323 -1.124
C -0.055 0.580 0.519
C 0.673 1.408 1.401
C 1.990 1.036 1.749
C 2.717 0.163 1.001
N 2.338 -1.806 -0.517
H -1.117 0.664 0.311
H 0.116 2.249 1.803
H 2.456 1.551 2.577
H -1.809 -2.496 -1.501
H -1.255 -1.153 -2.571
H 1.200 -3.218 -1.729
H 3.264 -2.012 -0.854
H 3.782 -0.005 1.122
H -1.937 -0.830 -1.038
C -3.894 2.121 0.638
C -3.711 2.254 -0.872
H -3.715 3.147 1.023
H -4.921 1.922 0.943
H -3.160 1.525 1.170
H -3.306 1.340 -1.294
H -2.949 2.998 -1.107
H -4.600 2.677 -1.325
*
```

Arrangement x

A cluster of 2 separate species, C11H15N in total, computed with wB97M-V/def2-TZVPD.

HOMO energy (spin up / spin down) ... -13.139 / -13.383 eV
LUMO level (spin up / spin down) ... -3.852 / -7.109 eV

Structure (ORCA input):
```
! wB97M-V def2-TZVPD RIJCOSX def2/J DEFGRID3
* xyz 1 2
C -1.993 0.359 2.817
C -0.748 1.179 2.349
H -1.795 -0.710 2.809
H -2.195 0.705 3.825
H -2.795 0.519 2.095
H -0.885 2.208 2.630
H -0.550 1.108 1.280
H 0.097 0.760 2.904
C -1.214 -2.396 -0.854
C -1.392 0.011 -1.744
C -0.686 -1.101 -1.267
C 0.608 0.794 -1.240
C 0.635 -0.599 -1.014
C 1.711 1.610 -1.261
C 1.861 -1.227 -0.656
C 2.910 1.000 -0.880
C 2.943 -0.371 -0.571
N -0.652 1.160 -1.706
H -2.235 0.018 -2.422
H -1.089 2.064 -1.726
H -2.100 -2.676 -1.432
H -1.506 -2.399 0.203
H 1.750 2.562 -1.776
H 2.079 -2.257 -0.418
H 3.819 1.583 -0.811
H 3.889 -0.720 -0.175
H -0.467 -3.183 -0.960
*
```

Arrangement y

A cluster of 2 separate species, C11H15N in total, computed with wB97M-V/def2-TZVPD.

HOMO energy (spin up / spin down) ... -13.212 / -13.187 eV
LUMO level (spin up / spin down) ... -3.688 / -7.498 eV

Structure (ORCA input):
```
! wB97M-V def2-TZVPD RIJCOSX def2/J DEFGRID3
* xyz 1 2
C 0.065 -0.230 -2.609
C 1.642 -0.142 -2.523
H -0.420 0.308 -1.844
H -0.311 0.218 -3.508
H -0.370 -1.177 -2.549
H 2.006 -0.179 -1.495
H 2.115 0.705 -3.074
H 1.993 -1.134 -2.772
C 0.594 2.490 2.128
C 1.481 0.056 2.102
C 0.620 1.052 1.839
C -0.029 -1.057 0.758
C -0.439 0.280 1.054
C -0.773 -2.001 0.016
C -1.605 0.710 0.484
C -2.110 -1.597 -0.168
C -2.503 -0.320 0.119
N 1.233 -1.234 1.399
H 2.245 0.271 2.933
H 1.641 -2.124 1.715
H 1.025 3.296 1.730
H 0.884 2.665 3.155
H -0.305 -2.830 -0.333
H -1.874 1.667 0.395
H -2.734 -2.357 -0.729
H -3.576 -0.233 -0.312
H -0.497 2.898 2.087
*
```

arrangement x is the most stable structure; the next one sits 11.4 kcal/mol above it.